Entry 1:
C5H5NO | ωB97M-V/def2-TZVPD

```
12
Properties=species:S:1:pos:R:3:forces:R:3:mulliken_charge:R:1
N 0.3192 -1.6337 -2.2547 0.1 1.0 0.5 -0.42
C 0.3216 -0.6390 -1.6638 0.0 -0.8 -0.5 0.07
C 0.2264 0.5663 -0.8680 -0.1 0.0 -0.1 0.02
C 0.9855 0.7004 0.4190 0.2 0.0 0.1 -0.71
C -0.4940 0.4342 0.4654 -0.2 0.1 0.2 0.08
C -0.9505 -0.9080 0.9365 -0.2 0.0 0.2 -0.17
O -1.9745 -1.0668 1.5533 0.4 0.0 -0.3 -0.46
H 0.0261 1.4722 -1.4350 0.0 -0.2 0.1 0.37
H 1.6567 -0.1110 0.6909 -0.2 0.1 0.0 0.29
H 1.3251 1.6917 0.7055 -0.1 -0.2 -0.1 0.26
H -1.1765 1.2369 0.7215 0.1 0.0 0.0 0.36
H -0.2714 -1.7589 0.7138 -0.1 0.1 0.0 0.31
```
Forces are in eV/Å.

Results
Total charge: 0
Relative energy (zero: lowest compared OMol25 entry of this formula, charge and spin), kJ/mol: 130.6
Gap between HOMO and LUMO, Ha: 0.4054
SMILES: N#C[C@@H]1C[C@@H]1C=O
Energy, eV: -8802.065

Entry 2:
C9H9NOS | ωB97M-V/def2-TZVPD

```
21
Properties=species:S:1:pos:R:3:forces:R:3:mulliken_charge:R:1
C -3.6536 -0.3219 -0.6324 1.6 -2.2 0.0 -0.44
C -2.9862 -1.5288 -1.0738 1.2 2.5 1.0 -0.67
C -3.0223 0.6229 0.0834 2.9 -1.0 -1.1 -0.73
C -1.5955 -1.6410 -0.9531 0.4 -2.2 -1.7 -0.28
C -1.5969 0.4865 0.2063 -2.0 0.0 0.0 0.73
C -0.8951 -0.6017 -0.3558 -1.0 0.5 0.7 0.52
C -0.7574 1.4015 0.8612 0.9 0.4 0.4 -1.18
C 0.5119 0.9921 0.7474 3.9 1.0 0.7 0.19
C 4.1144 0.4363 0.5399 0.4 -1.5 -0.9 0.26
N 5.1641 -0.1912 0.2230 0.7 0.2 1.4 -0.64
O 2.9588 -0.0467 -0.0420 2.4 2.2 1.1 -0.53
S 0.8009 -0.4419 -0.1258 -2.9 -1.0 -0.5 -0.02
H -4.6537 -0.1315 -0.8262 -1.9 -0.3 -0.6 0.43
H -3.6207 -2.1882 -1.5511 -0.7 -1.7 -1.0 0.43
H -3.5261 1.5185 0.2301 -0.6 1.6 1.0 0.38
H -0.9219 -2.5316 -1.4238 -2.1 2.0 1.2 0.15
H -1.0353 2.2964 1.3991 -0.2 -0.1 -0.1 0.38
H 1.5279 1.4242 1.0842 -2.3 -0.2 -0.3 0.15
H 4.0440 1.2850 1.2337 -0.5 -0.4 -0.3 0.32
H 5.9576 0.0322 0.8560 -0.6 0.2 -0.9 0.24
H 3.1852 -0.8712 -0.4803 0.4 -0.3 -0.2 0.31
```
Forces are in eV/Å.

Results
Total charge: 0
Relative energy (zero: lowest compared OMol25 entry of this formula, charge and spin), kJ/mol: 188.1
Gap between HOMO and LUMO, Ha: 0.3215
Energy, eV: -23849.718

Entry 3:
C27H23F3N2O2PtSb | ωB97M-V/def2-TZVPD

```
59
Properties=species:S:1:pos:R:3:forces:R:3:mulliken_charge:R:1
Pt 1.5179 -0.2142 2.4766 1.0 0.0 0.1 0.17
C -6.2965 0.4920 -0.2125 0.0 0.0 0.0 -0.35
C -5.2863 0.2531 -1.1378 0.0 0.0 0.0 -0.69
C -3.9866 0.0308 -0.7075 0.1 0.0 0.0 0.29
C -3.6613 0.0374 0.6493 0.0 0.0 0.1 -0.52
C -4.6856 0.2848 1.5598 0.0 0.0 0.0 -0.51
C -5.9938 0.5083 1.1397 0.0 0.0 0.0 -0.54
Sb -1.6335 -0.2267 1.4579 -0.2 -0.1 0.0 0.75
C -0.8127 0.7925 -0.2508 0.1 0.0 0.0 0.15
C -0.4423 0.1497 -1.4288 0.0 0.0 0.0 0.30
C 0.0674 0.8685 -2.5035 0.0 0.0 0.0 -0.87
C 0.2087 2.2467 -2.4171 0.0 0.0 0.0 -0.44
C -0.1573 2.9001 -1.2477 0.0 0.0 0.0 -0.68
C -0.6584 2.1749 -0.1750 0.0 0.0 0.0 -0.73
C -1.4265 -2.2140 0.6471 -0.1 0.0 0.0 0.12
C -2.5434 -2.9864 0.3288 0.0 0.0 0.0 -0.39
C -2.4040 -4.2786 -0.1631 0.0 0.0 0.0 -0.59
C -1.1408 -4.8229 -0.3448 0.0 0.0 0.0 -0.41
C -0.0221 -4.0687 -0.0215 0.0 0.0 0.0 -0.74
C -0.1654 -2.7790 0.4743 0.1 0.0 0.0 -0.18
H -7.3122 0.6658 -0.5471 0.0 0.0 0.0 0.35
H -5.5139 0.2424 -2.1976 0.0 0.0 0.0 0.37
H -3.2108 -0.1494 -1.4444 0.0 0.0 0.0 0.34
H -4.4657 0.3029 2.6231 0.0 0.0 0.0 0.32
H -6.7729 0.6968 1.8692 0.0 0.0 0.0 0.37
H -0.5374 -0.9277 -1.5084 0.0 0.0 0.0 0.37
H 0.3567 0.3498 -3.4104 0.0 0.0 0.0 0.40
H 0.6115 2.8068 -3.2529 0.0 0.0 0.0 0.40
H -0.0471 3.9759 -1.1681 0.0 0.0 0.0 0.39
H -0.9206 2.6987 0.7389 0.0 0.0 0.0 0.38
H -3.5406 -2.5866 0.4634 0.0 0.0 0.0 0.40
H -3.2880 -4.8589 -0.4015 0.0 0.0 0.0 0.36
H -1.0305 -5.8305 -0.7283 0.0 0.0 0.0 0.35
H 0.9748 -4.4763 -0.1366 0.0 0.0 0.0 0.45
H 0.7337 -2.2333 0.7255 0.0 0.1 0.1 0.39
O 4.3952 -0.7123 2.0244 0.1 0.0 0.0 -0.46
N 3.9696 -1.8001 1.6741 0.0 0.0 -0.1 0.07
O 2.7012 -1.9564 1.7284 -0.4 0.0 0.0 -0.34
F 1.9052 -2.0185 4.6174 0.0 0.0 0.0 -0.27
C 0.9490 -1.1624 4.1450 0.0 0.0 -0.2 0.84
F 0.6177 -0.4112 5.2406 0.0 0.0 0.0 -0.24
F -0.1552 -1.9710 3.9605 0.0 0.0 0.0 -0.28
N 2.2224 0.6816 0.7290 0.0 -0.1 0.2 -0.30
C 2.8513 1.0290 -0.1594 0.0 0.2 -0.1 0.23
C 3.6614 1.4640 -1.2611 -0.1 -0.2 0.1 0.41
C 3.7554 2.8180 -1.5667 0.0 0.0 -0.1 -0.34
C 4.5344 3.2123 -2.6417 0.0 0.0 0.0 -0.65
C 5.2069 2.2619 -3.3990 0.0 0.0 0.0 -0.30
C 5.1143 0.9138 -3.0823 0.0 0.0 0.0 -0.65
C 4.3410 0.5054 -2.0070 0.1 0.1 -0.1 -0.41
H 3.2177 3.5411 -0.9695 0.0 0.0 0.0 0.48
H 4.6153 4.2624 -2.8899 0.0 0.0 0.0 0.38
H 5.8110 2.5757 -4.2410 0.0 0.0 0.0 0.38
H 5.6477 0.1782 -3.6694 0.0 0.0 0.0 0.39
H 4.2631 -0.5382 -1.7337 0.0 0.0 0.0 0.53
C 1.0067 1.5733 3.3148 -0.4 0.0 -0.2 -1.32
H 0.0120 1.6228 3.7603 0.0 0.0 0.0 0.32
H 1.0936 2.3773 2.5757 0.0 0.0 0.0 0.31
H 1.7488 1.7287 4.1022 0.0 0.1 0.0 0.39
```
Forces are in eV/Å.

Results
Total charge: -1
Relative energy (zero: lowest compared OMol25 entry of this formula, charge and spin), kJ/mol: 0.0
Gap between HOMO and LUMO, Ha: 0.2456
Energy, eV: -53383.216